(1)
Formula: C3H4N2O2
Source: OMol25
Level of theory: the ωB97M-V functional and the def2-TZVPD basis

E = -376.45219 a.u.
ΔE to the lowest compared entry with this formula, charge and spin = 818.1 kJ/mol
Orbital gap = 10.56 eV
HOMO = -9.510 eV

```
! wB97M-V def2-TZVPD RIJCOSX def2/J DEFGRID3
* xyz 0 1
O 0.876 1.353 1.005
O -0.162 -1.245 -1.419
N -0.066 -1.291 0.032
N -0.461 1.095 0.487
C 0.939 -0.779 -0.776
C -0.896 -0.280 0.672
C 0.649 1.240 -0.330
H 1.929 -1.167 -0.914
H 0.825 2.011 -1.058
H -0.912 -0.522 1.736
H -1.908 -0.330 0.260
*
```

---

(2)
Formula: C11H16ClHfO5P
Source: OMol25
Level of theory: the ωB97M-V functional and the def2-TZVPD basis

E = -1653.92193 a.u.
ΔE to the lowest compared entry with this formula, charge and spin = 0.0 kJ/mol
Orbital gap = 7.05 eV
HOMO = -16.042 eV

```
! wB97M-V def2-TZVPD RIJCOSX def2/J DEFGRID3
* xyz 2 1
Hf 0.348 -0.106 -0.017
Cl 2.045 0.642 2.629
P 0.415 -2.477 -0.959
O 0.705 -3.913 -1.615
O 1.881 -1.441 -0.924
O -2.925 -1.144 -0.020
O 0.702 -2.705 0.712
O -0.291 -0.346 3.300
C -0.438 1.354 -1.850
C -0.211 -3.628 1.384
C -1.833 -0.757 0.028
C 0.304 -0.032 2.301
C 3.019 1.720 -0.410
C -0.263 -4.611 -2.441
C 0.974 1.156 -1.930
C 3.251 -1.926 -0.792
C -0.728 2.042 -0.637
C 0.501 2.254 0.056
C 1.576 1.703 -0.742
H 0.179 -3.683 2.405
H 3.483 2.622 -0.813
H -1.213 -4.742 -1.920
H 3.173 1.725 0.670
H 3.555 0.852 -0.803
H -0.420 -4.052 -3.365
H 0.162 -5.588 -2.667
H 3.801 -1.475 -1.631
H 3.661 -1.546 0.152
H -1.706 2.377 -0.318
H 3.293 -3.027 -0.815
H -0.166 -4.622 0.903
H -1.146 1.074 -2.619
H 0.649 2.807 0.972
H -1.249 -3.251 1.394
H 1.523 0.773 -2.781
*
```

---

(3)
Formula: C4H12
Source: OMol25
Level of theory: the ωB97M-V functional and the def2-TZVPD basis

E = -159.55575 a.u.
SMILES = CC.CC
ΔE to the lowest compared entry with this formula, charge and spin = 76.7 kJ/mol
Orbital gap = 12.60 eV
HOMO = -11.461 eV

```
! wB97M-V def2-TZVPD RIJCOSX def2/J DEFGRID3
* xyz 0 1
C -0.640 -1.211 -1.933
C 0.756 0.878 1.221
C 1.900 1.573 1.968
C -2.041 -1.262 -1.319
H -1.971 -1.644 -0.273
H -0.457 -1.740 -2.924
H -0.120 1.575 1.085
H 2.424 2.312 1.370
H -2.505 -0.296 -1.238
H 1.584 2.048 2.866
H -2.816 -1.861 -1.679
H 0.134 -1.698 -1.236
H 1.155 0.606 0.208
H 2.583 0.845 2.386
H 0.382 0.116 1.952
H -0.244 -0.139 -2.136
*
```

---

(4)
Formula: C25H21N9ORhS2
Source: OMol25
Level of theory: the ωB97M-V functional and the def2-TZVPD basis

E = -2440.20696 a.u.
ΔE to the lowest compared entry with this formula, charge and spin = 90.0 kJ/mol
Orbital gap = 7.53 eV
HOMO = -10.254 eV

```
! wB97M-V def2-TZVPD RIJCOSX def2/J DEFGRID3
* xyz 1 1
Rh -0.289 -0.238 -0.616
S -1.008 0.722 1.337
S 0.770 1.724 -0.951
O -1.775 -1.853 -0.290
N 2.326 3.367 5.809
N -1.611 0.262 -4.568
N -3.373 -1.438 1.292
N 0.993 -0.928 -2.305
N 3.511 -1.134 0.371
N -1.470 0.133 -2.373
N 1.311 -0.998 0.354
N 4.951 4.338 2.806
N -3.004 -3.562 0.481
C 2.407 -0.999 -0.375
C 2.116 3.110 4.709
C 2.700 3.156 2.308
C 0.389 1.721 1.723
C 0.669 -0.154 -3.515
C -5.236 0.742 -3.934
C 0.672 2.067 3.037
C -3.937 0.458 -1.899
C 3.115 -1.245 1.702
C 3.861 -1.415 2.864
C 2.394 2.833 0.991
C -0.807 0.091 -3.500
C 1.012 -1.354 2.877
C -5.145 0.654 -2.533
C 1.740 -1.526 4.035
C 3.942 3.830 2.598
C -2.909 0.439 -4.090
C 1.824 2.784 3.334
C -2.808 0.346 -2.706
C -2.670 -2.254 0.478
C -4.122 0.638 -4.741
C 1.241 2.119 0.703
C 3.145 -1.543 4.033
C 2.388 -0.841 -1.858
C 1.726 -1.184 1.691
H -1.318 0.283 -5.530
H -6.205 0.894 -4.390
H 3.033 -1.573 -2.349
H -3.969 -1.811 2.010
H -2.555 -4.158 -0.190
H 0.689 -1.891 -2.403
H 3.675 -1.671 4.967
H -3.858 0.399 -0.822
H 1.004 -0.628 -4.440
H -6.047 0.742 -1.944
H 2.765 0.153 -2.095
H 1.218 -1.659 4.973
H 4.942 -1.447 2.853
H 3.068 3.130 0.198
H -3.798 -3.915 0.984
H 4.454 -1.175 0.023
H -0.066 -1.337 2.882
H 1.174 0.810 -3.428
H -4.194 0.709 -5.818
H -3.063 -0.486 1.402
H 0.011 1.763 3.838
*
```